No. 1
A molecular structure, C16H32Ca2F12N6O36S12 in a non-equilibrium geometry, computed with ωB97M-V/def2-TZVPD.

Calculated values
Total charge: -2
Molecular weight: 1577.37 g mol⁻¹
Spin multiplicity: 1
HOMO-LUMO gap: 5.4 eV

Each line ends with the Löwdin charge.
Positions of all 116 atoms, in Å:
Ca1 -2.57988 -0.00364 1.27138  1.4827
Ca2 2.13168 -0.83882 4.84103  1.5887
N1 2.25714 5.31011 -2.05611  -0.2563
S1 0.83865 5.80173 -1.98354  0.4323
O1 0.30652 5.86629 -0.61820  -0.3118
O2 -0.11487 5.71330 -3.12180  -0.3150
F1 1.36497 7.29805 -2.22213  -0.2471
S2 1.75969 3.75865 -2.51445  0.5722
O3 1.88809 3.43363 -3.95731  -0.2810
O4 0.70533 3.15634 -1.71544  -0.3120
F2 3.01087 2.99464 -1.95456  -0.2012
N2 -0.38979 -0.45195 1.02608  -0.3832
S3 0.82935 -1.22304 1.34659  0.4807
O5 1.47395 -0.91519 2.63505  -0.4341
O6 1.59888 -1.83600 0.25851  -0.2408
F3 -0.00163 -2.56452 1.75222  -0.2069
S4 0.43174 0.61726 -0.09875  0.6144
O7 0.80267 0.07227 -1.40409  -0.2190
O8 1.27634 1.67754 0.49974  -0.2315
F4 -0.90224 1.37092 -0.40637  -0.1776
N3 0.28694 0.22654 4.89726  -0.4634
S5 -1.32974 0.28904 4.87561  0.5996
O9 -1.99532 0.10261 3.57443  -0.3814
O10 -2.14059 1.03394 5.87292  -0.2187
F5 -1.51553 -1.23906 5.47754  -0.2095
S6 0.28265 1.93812 4.82486  0.5810
O11 0.30154 2.71398 6.04420  -0.2314
O12 -0.22395 2.52895 3.58068  -0.2088
F6 1.86297 2.02799 4.51131  -0.2234
N4 -2.10096 5.12322 2.41457  -0.1758
S7 -3.15750 4.86053 3.47580  0.4155
O13 -3.24037 3.60898 4.19685  -0.3016
O14 -4.39529 5.69018 3.48356  -0.3249
F7 -2.28113 5.68550 4.58278  -0.2529
S8 -2.77715 3.79333 1.48644  0.6001
O15 -4.00695 4.04495 0.70344  -0.2744
O16 -2.33354 2.48537 1.77819  -0.3765
F8 -1.82506 4.13221 0.21340  -0.2079
N5 1.09115 -5.39367 4.76829  -0.2247
S9 0.10517 -4.13704 4.69494  0.5240
O17 -1.27024 -4.34699 4.29801  -0.2423
O18 0.60320 -2.76503 4.54839  -0.4244
F9 -0.18648 -4.24938 6.30335  -0.2295
S10 1.36528 -5.23821 3.12691  0.5369
O19 2.10100 -4.08045 2.60805  -0.2969
O20 0.30293 -5.72382 2.28468  -0.2646
F10 2.47062 -6.43307 3.07632  -0.2147
N6 -3.65881 -0.13503 -0.60925  -0.4399
S11 -3.28788 -0.92291 -1.83575  0.4210
O21 -2.57211 -0.24920 -2.88820  -0.2293
O22 -4.14054 -2.04063 -2.19268  -0.2606
F11 -2.05324 -1.69880 -1.08961  -0.2232
S12 -5.04164 0.54149 -1.41875  0.6101
O23 -6.21600 -0.31209 -1.55191  -0.2575
O24 -4.82269 1.45710 -2.51815  -0.2271
F12 -5.27710 1.48558 -0.17796  -0.1708
C1 5.64936 -0.09895 -0.28702  -0.0554
C2 4.94281 -0.25232 1.06513  -0.1138
O25 4.94378 1.07696 1.75007  0.0689
C3 4.53342 1.16621 2.98101  -0.4993
O26 3.92787 0.32277 3.69005  -0.0723
O27 4.96263 2.43153 3.31938  0.0158
C4 4.76486 2.87237 4.65213  -0.0520
H1 6.61660 0.39955 -0.22354  0.0810
H2 5.11666 0.60638 -0.92485  0.0861
H3 5.74806 -1.07119 -0.76985  0.0717
H4 5.61799 -0.91035 1.61215  0.1269
H5 3.88389 -0.49457 0.97511  0.1107
H6 3.86716 3.48386 4.74325  0.0921
H7 5.54938 3.55536 4.97795  0.0956
H8 4.67569 1.99454 5.29211  0.0837
C5 -5.80257 -4.99631 4.20705  -0.0457
C6 -4.51788 -4.28734 4.67660  -0.2096
O28 -4.26358 -3.10846 3.90510  0.0529
C7 -3.61318 -3.04886 2.74376  -0.5467
O29 -3.35870 -1.98416 2.24688  0.0140
O30 -3.32704 -4.28443 2.28674  0.0021
C8 -2.63857 -4.41277 1.02444  -0.0055
H9 -6.16893 -5.85111 4.77555  0.0756
H10 -5.59835 -5.19213 3.15441  0.0728
H11 -6.54560 -4.20341 4.29265  0.0760
H12 -3.64121 -4.93487 4.69275  0.1056
H13 -4.54767 -3.97584 5.72071  0.1242
H14 -3.06856 -3.78931 0.24053  0.0872
H15 -2.43155 -5.41225 0.64197  0.1024
H16 -1.60855 -4.06329 1.09539  0.0706
C9 3.69370 -2.36883 -2.32927  -0.0638
C10 3.63253 -1.27140 -3.36474  -0.2041
O31 3.37951 -1.74086 -4.69202  0.0048
C11 3.15288 -0.92945 -5.74786  -0.5479
O32 3.03955 0.32023 -5.68086  0.1020
O33 3.17913 -1.54266 -6.88816  0.0308
C12 3.41918 -2.90316 -6.97686  -0.0770
H17 3.78123 -1.90230 -1.34805  0.0499
H18 4.57880 -2.95085 -2.58609  0.0710
H19 2.90583 -3.11833 -2.40411  0.0843
H20 4.62986 -0.83265 -3.39527  0.1182
H21 3.02748 -0.42092 -3.05060  0.1258
H22 3.17116 -3.30221 -7.96040  0.0926
H23 2.90508 -3.49815 -6.22202  0.0953
H24 4.47362 -3.09670 -6.77986  0.0928
C13 -1.12008 2.66655 -7.93175  -0.0801
C14 -1.65656 1.45610 -7.20520  -0.2062
O34 -1.80803 1.79738 -5.82774  0.0290
C15 -0.71410 1.87723 -5.10746  -0.5280
O35 0.45544 1.34286 -5.34842  0.0317
O36 -0.94263 2.60165 -4.03840  -0.0020
C16 -2.21091 2.87563 -3.36823  -0.0004
H25 -1.53901 2.74796 -8.93473  0.0563
H26 -0.05729 2.73290 -8.16453  0.0801
H27 -1.46861 3.63145 -7.56351  0.0864
H28 -0.95316 0.63441 -7.33990  0.1158
H29 -2.52701 1.10870 -7.76173  0.1139
H30 -2.27601 1.95778 -2.78393  0.0478
H31 -3.09837 2.77517 -3.99308  0.0779
H32 -2.33286 3.77264 -2.76111  0.1024


No. 2
A molecular structure, C16H32ClFMnO8 in a non-equilibrium geometry, computed with ωB97M-V/def2-TZVPD.

Calculated values
Molecular weight: 461.81 g mol⁻¹
Spin multiplicity: 6
HOMO-LUMO gap (spin up / spin down): 9.0 / 10.0 eV

Each line ends with the Löwdin charge.
Positions of all 59 atoms, in Å:
Mn1 0.37638 -1.15863 -0.29806  0.6798
F1 0.56484 -2.52528 -1.59846  -0.5125
Cl1 -0.79633 0.48234 0.81048  0.1175
O1 -1.66510 0.26142 -2.76069  0.0999
C1 -2.62541 0.07401 -2.07989  -0.5315
O2 -3.22970 0.99819 -1.29118  -0.0542
C2 -2.57960 2.31670 -1.24189  -0.2179
C3 -3.17996 2.95393 0.06777  -0.0882
C4 -3.27237 -1.33767 -1.90195  0.0368
H1 -2.96129 3.00928 -2.07276  0.1400
H2 -1.52066 2.24301 -1.14002  0.0404
H3 -2.67442 3.88219 0.39155  0.0763
H4 -3.02890 2.26068 0.85191  0.0144
H5 -4.23549 3.25624 -0.07758  0.0765
H6 -4.02787 -1.52682 -2.68666  0.0900
H7 -3.77525 -1.37190 -0.95949  0.0650
H8 -2.47902 -2.07073 -1.93356  0.0694
O3 1.25162 0.37712 -1.82511  0.0266
C5 1.06488 0.54518 -2.98056  -0.5726
O4 0.98424 1.73373 -3.57839  0.0079
C6 1.18978 2.82663 -2.70253  -0.2700
C7 0.74806 3.96758 -3.51476  -0.0789
C8 1.04445 -0.59760 -3.98843  0.0293
H9 2.27435 2.99828 -2.46975  0.1368
H10 0.63021 2.69010 -1.72453  0.1316
H11 1.13116 3.87779 -4.48792  0.0642
H12 1.05489 4.97574 -3.10835  0.1042
H13 -0.34561 3.85190 -3.45547  0.0864
H14 0.25234 -0.34107 -4.74301  0.1024
H15 0.75100 -1.47628 -3.39274  0.0575
H16 2.07759 -0.57424 -4.39077  0.1019
O5 -0.46929 -2.50627 1.27260  -0.0800
C9 -0.50855 -3.73735 1.37099  -0.4988
O6 -1.38795 -4.27947 2.16361  0.0198
C10 -2.10234 -3.45500 3.19617  -0.1800
C11 -1.59091 -3.75341 4.54219  -0.0768
C12 0.49432 -4.66336 0.71776  0.0393
H17 -3.21292 -3.58728 2.96280  0.1571
H18 -1.90185 -2.46902 2.93929  0.0806
H19 -1.65490 -4.84063 4.82809  0.0996
H20 -2.15084 -3.02503 5.14661  0.0920
H21 -0.49991 -3.52836 4.67721  0.0954
H22 0.33031 -5.71601 0.92159  0.0857
H23 1.47855 -4.31135 0.94959  0.0836
H24 0.44381 -4.43678 -0.39550  0.0969
O7 2.35147 -0.35904 0.75040  0.0197
C13 2.32433 0.05862 1.88547  -0.5838
O8 2.78425 1.21017 2.28751  0.0303
C14 3.29597 2.16917 1.34099  -0.2046
C15 3.69786 3.44082 2.09194  -0.0644
C16 1.86977 -0.87437 2.95124  0.0378
H25 2.56146 2.37397 0.47041  0.1489
H26 4.10104 1.72991 0.80056  0.1068
H27 3.85384 4.31551 1.50084  0.0565
H28 4.66148 3.23647 2.66944  0.1010
H29 2.82551 3.70043 2.73710  0.0903
H30 1.63964 -0.35737 3.86643  0.0967
H31 2.69503 -1.53905 3.08083  0.0978
H32 1.07197 -1.39771 2.55666  0.0238


No. 3
A molecular structure, C16H32ClLiO8 in a non-equilibrium geometry, computed with ωB97M-V/def2-TZVPD.

Calculated values
Molecular weight: 394.82 g mol⁻¹
Spin multiplicity: 1
Energy relative to the best compared isomer or geometry (same formula, charge and spin): 0.0 kJ/mol
HOMO-LUMO gap: 9.2 eV

Each line ends with the Löwdin charge.
Positions of all 58 atoms, in Å:
Li1 0.22969 0.45249 0.35299  0.6219
Cl1 1.27899 2.13967 2.85751  0.6452
O1 0.52106 1.05812 3.43129  -0.3558
O2 0.88182 2.24972 1.46847  -0.4068
O3 1.00648 3.37490 3.54471  -0.3323
O4 2.68743 1.85747 2.91908  -0.3471
C1 3.23757 0.21742 -2.69371  -0.1554
C2 3.95551 -0.08475 -1.39448  -0.1576
C3 3.10973 0.69492 -0.38987  -0.1694
O5 1.77229 0.55880 -0.88077  -0.2427
C4 1.76499 0.16817 -2.25850  -0.1720
H1 3.46119 -0.55245 -3.43833  0.1142
H2 3.55564 1.16689 -3.12577  0.1160
H3 5.02200 0.12530 -1.33049  0.1177
H4 3.87800 -1.16462 -1.21947  0.1090
H5 3.40011 1.74580 -0.37402  0.1324
H6 3.17656 0.31365 0.62668  0.1110
H7 1.20835 0.87178 -2.87509  0.1145
H8 1.36856 -0.84499 -2.31218  0.1153
C5 -3.71188 -0.75263 1.36211  -0.1360
C6 -3.76808 0.78883 1.44394  -0.1460
C7 -2.40131 1.11439 1.99641  -0.1898
O6 -1.52065 0.19428 1.36112  -0.2316
C8 -2.19874 -1.06429 1.34814  -0.1885
H9 -4.20291 -1.18119 0.49316  0.1047
H10 -4.12179 -1.12371 2.30162  0.1096
H11 -4.59642 1.12305 2.06529  0.1138
H12 -3.92806 1.20815 0.44685  0.1006
H13 -2.32334 0.90971 3.07324  0.1346
H14 -2.08894 2.14924 1.86517  0.1294
H15 -1.89414 -1.70831 2.18003  0.1190
H16 -1.86232 -1.59319 0.45324  0.1053
C9 1.09909 -3.80503 0.93180  -0.1546
C10 1.94107 -3.10645 1.98060  -0.1524
C11 1.28456 -1.73609 2.05649  -0.1415
O7 0.81537 -1.49346 0.69002  -0.2397
C12 0.90376 -2.67958 -0.10065  -0.1872
H17 0.12486 -4.09493 1.33327  0.1159
H18 1.53734 -4.68758 0.46603  0.1143
H19 2.98933 -3.03665 1.68747  0.1188
H20 1.91289 -3.59478 2.95691  0.1196
H21 2.00563 -0.95373 2.28221  0.1117
H22 0.38441 -1.71155 2.66785  0.1167
H23 1.80293 -2.63794 -0.71938  0.1130
H24 -0.02308 -2.80014 -0.65765  0.1183
C13 -1.65626 2.60345 -2.78426  -0.1537
C14 -2.68514 1.47486 -2.79204  -0.1411
C15 -1.98276 0.34893 -1.99660  -0.1582
O8 -0.92756 0.97607 -1.26738  -0.2263
C16 -0.97533 2.38547 -1.44927  -0.1915
H25 -2.07375 3.59779 -2.92199  0.1174
H26 -0.90707 2.46706 -3.57305  0.1138
H27 -2.97737 1.15877 -3.79277  0.1104
H28 -3.60328 1.79543 -2.29543  0.1087
H29 -1.60316 -0.41154 -2.67981  0.1232
H30 -2.67130 -0.09180 -1.27678  0.1007
H31 0.02377 2.80551 -1.36214  0.1303
H32 -1.63632 2.81527 -0.68180  0.1303


- spin multiplicity of number 3 (C16H32ClLiO8)?
  1


- Which formula does entry 3 have?
  C16H32ClLiO8


- What is the formula in the first record?
  C16H32Ca2F12N6O36S12


- Which formula does entry 3 have?
  C16H32ClLiO8